Density functional theory data (ωB97M-V/def2-TZVPD) for one molecule with the formula C15H20FNO7S.

Values from the calculation:
HOMO-LUMO gap ... 0.3295 Eh
E_tot ... -1663.0537 a.u.
Net charge ... 0
Energy above the lowest of the compared OMol25 structures with the same formula, charge and spin ... 5.4 kcal/mol
LUMO energy ... 0.18 eV
HOMO level ... -8.7896 eV
Max |F| ... 0.73 eV Å⁻¹
SMILES string ... COC(=O)c1cc(NC(=O)[C@H](CCS(C)(=O)=O)OC)c(F)cc1OC

Atoms and positions in Å:
C 2.30328 5.31252 0.20601
O 2.19164 3.88713 0.10758
C 3.12104 3.21408 0.83554
O 3.93856 3.77743 1.51753
C 2.88401 1.74374 0.77661
C 1.69339 1.26396 0.25042
C 1.37529 -0.08144 0.19403
N 0.16955 -0.49502 -0.42291
C -0.56647 -1.60836 -0.09024
O -0.37116 -2.28397 0.88984
C -1.74193 -1.87773 -1.04353
C -3.01911 -1.36518 -0.39393
C -4.20320 -1.53711 -1.32564
S -5.75129 -1.10310 -0.59987
C -5.62253 0.62562 -0.28001
O -6.75747 -1.28463 -1.60655
O -5.86078 -1.77558 0.66231
O -1.89835 -3.25024 -1.28198
C -0.77968 -3.83736 -1.92414
C 2.36156 -0.96798 0.60247
F 2.21713 -2.28352 0.38967
C 3.54584 -0.54103 1.16805
C 3.82265 0.82009 1.27402
O 4.97104 1.29908 1.78492
C 5.90056 0.39131 2.35452
H 1.50700 5.70798 -0.41779
H 2.17971 5.63959 1.23688
H 3.27374 5.64809 -0.15468
H 0.96651 1.97972 -0.10812
H -0.11188 0.02413 -1.23674
H -1.56471 -1.35439 -2.00268
H -3.18136 -1.93141 0.52398
H -2.88248 -0.31561 -0.11874
H -4.12076 -0.94960 -2.24274
H -4.33901 -2.58559 -1.59583
H -6.60313 0.92137 0.08843
H -4.86694 0.79860 0.48161
H -5.39529 1.14352 -1.20928
H -1.03997 -4.87333 -2.12549
H -0.56246 -3.33043 -2.87342
H 0.10685 -3.80744 -1.28444
H 4.25538 -1.29406 1.47051
H 6.67168 1.01166 2.80151
H 5.43216 -0.22259 3.12715
H 6.35138 -0.25292 1.59518